Record 1
{"formula": "C22H27CoN6OS", "method": "ωB97M-V with the def2-TZVPD basis set", "total_charge": 2, "homo_energy_ev": [-14.222, -14.352], "homo_lumo_gap_ev": [7.663, 5.729], "relative_energy_kcal_mol": 4.5, "s_squared": 6.036, "spin_multiplicity": 5, "max_force_ev_per_a": 0.185, "species": ["C", "C", "H", "H", "C", "C", "C", "H", "H", "C", "O", "C", "N", "C", "C", "H", "H", "C", "C", "H", "C", "H", "S", "H", "H", "H", "N", "H", "N", "N", "H", "C", "H", "H", "H", "C", "C", "N", "H", "C", "C", "H", "H", "H", "H", "C", "H", "Co", "H", "C", "H", "C", "H", "N", "C", "C", "H", "H"], "coordinates": [[1.1056, -2.8234, -3.5451], [2.1962, -3.6145, -3.2157], [-3.4187, 2.4980, 2.6580], [-0.2338, -1.3117, -2.8233], [-0.5336, 2.4135, 0.0919], [0.6107, -1.9495, -2.5980], [-2.6433, -0.0723, -1.7100], [-0.7455, 4.3948, 0.8125], [-1.4968, -0.2852, 4.6399], [2.1942, 1.0870, -1.8621], [2.5156, -1.0014, 0.6697], [-1.3484, 3.6305, 0.3121], [-1.2545, 1.4716, 1.9866], [-1.0314, 0.4072, 2.8713], [-2.8137, 1.3636, 4.4163], [-2.4359, 0.8092, -1.1146], [-4.6669, 2.2519, 3.8723], [1.7677, 3.2663, -2.7414], [2.2177, -2.5696, -1.0720], [3.3646, 1.9979, -3.4158], [-3.2783, 0.0450, -2.9385], [-2.2023, 3.4126, 0.9447], [0.1396, -0.7960, 2.6199], [-2.3294, -3.4462, -1.5867], [-1.3994, -2.4181, 0.2160], [2.6082, -4.3134, -3.9311], [-0.5570, 1.3523, 0.8902], [-2.3317, 2.2235, 4.8848], [1.1873, 1.1730, -1.0086], [-1.5719, -1.4353, 0.0176], [2.4280, -3.0558, 1.0092], [2.8309, -2.3447, 0.2806], [3.9118, -2.4771, 0.2293], [-2.1502, -1.1071, 0.7867], [1.9916, 4.0797, -3.4179], [-3.5569, -1.0885, -3.6907], [0.4592, 2.3146, -0.9800], [-1.7576, 0.4276, 3.9712], [2.7620, 0.1670, -1.8415], [2.7704, -3.4740, -1.9631], [2.5256, 2.1156, -2.7449], [2.8328, -0.8372, 1.5662], [0.6429, -2.8774, -4.5201], [-4.2101, 0.9185, 2.8213], [-4.0530, -0.9954, -4.6467], [-2.2951, -1.3283, -1.2346], [-3.4486, -3.2298, -3.7743], [0.4173, -0.4651, 0.1744], [0.1217, 4.2741, -1.7936], [0.7149, 3.3732, -1.8373], [3.6454, -4.0449, -1.6830], [-3.2155, -2.3421, -3.2021], [-1.6873, 4.0486, -0.6341], [1.1359, -1.8366, -1.3691], [-2.5879, -2.4656, -1.9703], [-3.8253, 1.7831, 3.3642], [-3.3327, 0.8182, 5.2025], [-3.5630, 1.0216, -3.3066]], "lowdin_charge": [-0.017, -0.009, 0.041, 0.109, -0.187, -0.103, -0.048, 0.125, 0.139, -0.075, -0.153, 0.014, 0.102, -0.737, -0.182, 0.095, 0.091, 0.002, -0.246, 0.128, -0.060, 0.070, 0.763, 0.123, 0.103, 0.128, -0.038, 0.131, 0.063, 0.040, 0.143, -0.134, 0.141, 0.088, 0.132, -0.061, -0.198, 0.037, 0.117, 0.015, 0.009, 0.101, 0.123, 0.084, 0.116, -0.323, 0.118, 0.582, 0.124, 0.039, 0.133, -0.055, 0.099, 0.041, -0.045, -0.078, 0.127, 0.114]}

***

Record 2
{"formula": "C22H27FN2O4", "method": "ωB97M-V with the def2-TZVPD basis set", "homo_energy_ev": -8.257, "homo_lumo_gap_ev": 8.537, "relative_energy_kcal_mol": 451.9, "max_force_ev_per_a": 17.210, "species": ["C", "O", "C", "H", "H", "C", "N", "H", "H", "H", "H", "C", "H", "C", "H", "C", "C", "H", "H", "H", "C", "C", "H", "O", "H", "H", "C", "C", "C", "C", "H", "C", "C", "C", "N", "H", "H", "F", "H", "H", "H", "O", "H", "H", "H", "H", "O", "C", "C", "C", "H", "C", "C", "C", "H", "H"], "coordinates": [[2.1712, 0.0337, 1.9197], [0.2331, -0.9457, 4.3386], [3.3062, -1.1587, 0.0256], [3.0259, 1.8941, 2.8237], [-3.1422, -0.5346, -5.7780], [0.1299, 0.1859, 4.1355], [-1.0242, 0.5619, 3.9674], [3.9997, 0.8258, 0.7874], [0.6298, 1.2594, -5.8745], [-1.2812, -1.9804, 2.2639], [4.3968, -1.3899, -0.4066], [-4.0056, 0.0014, 0.4612], [-1.5779, -2.3313, -0.3498], [2.7266, -0.4466, -2.1459], [-2.9542, -0.5293, -4.1040], [1.8239, 0.6434, -4.4304], [-2.3237, -0.2939, 3.9255], [1.7490, -1.0273, 2.4481], [1.1994, 1.7836, 4.7584], [3.1051, -2.1145, 0.3858], [-2.1987, -1.6951, 0.3870], [-2.5575, -0.6575, 2.4624], [0.7171, 2.0444, 3.1146], [0.4794, 0.5746, -2.8690], [-1.6429, -0.7861, -5.0330], [-4.6918, 0.8508, 0.0242], [1.2592, 0.4476, 0.9993], [-2.5225, -0.2770, -4.9898], [1.2847, 1.0902, 3.8192], [2.5188, 0.8986, 3.1840], [0.1233, -0.3890, -0.8748], [-3.3453, -0.9588, -0.2541], [-0.3213, 0.8358, -3.8590], [1.1671, -0.6793, -0.2919], [2.5401, -0.7066, -0.8908], [-4.1987, 0.7047, 2.4359], [1.3206, 1.4111, 0.7176], [-3.4320, -1.0610, -1.5622], [-1.7412, 2.6059, -3.7218], [0.8732, -1.6677, 0.2454], [-1.4321, 1.6430, 3.5491], [3.8005, -0.5014, -2.4510], [-3.1656, 0.0675, 4.3652], [2.9391, 0.2746, -4.8228], [-1.8460, -1.0275, 4.2331], [-1.9769, 0.9052, -2.7201], [-2.2312, 1.0006, -4.7951], [-3.4555, 0.1952, 1.8890], [-1.9858, -1.6680, 1.6590], [-1.6181, 1.3900, -3.7672], [0.1775, 0.3733, 1.4168], [0.6722, 1.0416, -4.9443], [3.3709, -0.2580, 1.2876], [1.7285, 0.0759, -3.0564], [2.9255, 0.2745, 4.0825], [4.2779, -0.8090, 1.8800]], "lowdin_charge": [-0.493, 0.105, -0.277, 0.168, 0.096, -0.720, 0.080, 0.213, 0.050, 0.074, 0.185, 0.029, 0.147, -0.545, 0.064, -0.014, -0.025, 0.217, 0.153, 0.106, -0.011, -0.195, 0.173, 0.019, 0.075, 0.146, -0.140, -0.076, -0.210, -0.179, 0.159, -0.291, -0.224, -0.006, -0.074, 0.083, 0.087, 0.062, 0.200, 0.131, 0.257, 0.170, 0.101, 0.178, 0.019, 0.169, -0.115, -0.024, -0.062, -0.284, 0.134, 0.020, -0.185, -0.057, 0.168, 0.168]}

***

Record 3
{"formula": "C22H27FN2O4S", "method": "ωB97M-V with the def2-TZVPD basis set", "smiles": "COCCNC(=S)N1CCc2cc(OC)c(OC)cc2[C@H]1COc1ccc(F)cc1", "homo_energy_ev": -7.951, "homo_lumo_gap_ev": 8.529, "relative_energy_kcal_mol": 2.6, "max_force_ev_per_a": 0.877, "species": ["H", "H", "C", "C", "H", "C", "C", "S", "C", "H", "O", "C", "C", "C", "C", "H", "H", "C", "C", "H", "H", "C", "H", "C", "C", "H", "H", "H", "H", "C", "N", "C", "C", "O", "F", "C", "O", "H", "H", "H", "H", "H", "C", "H", "C", "H", "N", "H", "H", "C", "H", "H", "H", "O", "C", "H", "H"], "coordinates": [[1.0850, 1.9019, 0.6493], [-0.7771, -2.8642, -0.0788], [-1.1826, -1.8740, 0.1819], [-0.1610, -1.5524, 2.3714], [1.0930, -6.6593, 4.2588], [-0.8162, -3.1052, 4.1412], [-0.1151, -0.7742, -1.7495], [0.8450, -0.7463, 3.4220], [-0.9188, 3.8031, 1.1553], [-2.1367, -2.0080, 0.7024], [-0.0072, -5.1851, 3.3090], [-1.4272, -1.0886, -1.1039], [0.9726, -6.1892, 3.2753], [1.3382, -0.5869, -3.6821], [2.1527, -0.0778, -1.4731], [1.2592, -3.6702, 3.9293], [-0.3112, -0.3673, -5.8294], [-2.5996, 5.3257, 0.4086], [-2.4909, 3.1504, -0.5472], [-1.7643, -3.5751, 4.4107], [2.9763, 0.2368, -0.8513], [0.6774, -0.2091, 0.5526], [-0.5956, -2.2853, 4.8262], [-1.5221, 5.0478, 1.2246], [-3.0946, 4.3880, -0.4813], [0.3975, -4.5301, 5.2332], [-2.8504, 2.3993, -1.2327], [-1.2153, -3.2740, 2.1358], [1.9427, -5.7867, 2.9581], [4.0724, 0.1747, -4.5483], [-0.2638, -1.1893, 1.0725], [0.1066, -0.8850, -3.1121], [-1.3986, 2.8435, 0.2687], [-0.8876, 1.5938, 0.1226], [-3.1866, 6.5425, 0.4775], [0.9188, -0.3697, -0.9204], [1.5783, -0.6873, -5.0308], [0.1706, -2.0809, -5.6539], [5.1133, 0.4970, -4.5205], [-1.9382, -0.1564, -0.8585], [1.6215, -0.3541, 1.0964], [-2.0661, -1.6750, -1.7657], [2.3894, -0.1723, -2.8414], [0.9469, -1.0557, -6.8845], [0.3056, -4.1409, 4.2091], [0.0263, 1.2942, 1.9568], [-0.9553, -2.5670, 2.8082], [-0.7108, -1.2082, -3.7370], [-1.1588, 5.7982, 1.9087], [0.5265, -1.0703, -5.8798], [4.0104, -0.8141, -5.0071], [0.6340, -6.9329, 2.5565], [-3.9376, 4.6328, -1.1075], [3.6627, 0.1536, -3.1997], [0.2455, 1.2354, 0.8843], [3.4883, 0.8841, -5.1381], [-0.0805, 3.5945, 1.7993]], "lowdin_charge": [0.143, 0.138, -0.129, -0.759, 0.088, -0.209, -0.173, 0.717, -0.008, 0.129, -0.201, -0.102, -0.116, -0.179, 0.069, 0.108, 0.098, -0.287, 0.002, 0.125, 0.135, -0.241, 0.075, -0.006, -0.009, 0.127, 0.116, 0.119, 0.091, -0.076, -0.053, 0.040, -0.259, -0.046, 0.046, -0.127, -0.116, 0.097, 0.093, 0.110, 0.105, 0.123, -0.185, 0.096, -0.229, 0.086, 0.000, 0.108, 0.119, -0.083, 0.093, 0.087, 0.118, -0.067, -0.146, 0.095, 0.108]}

***

Record 4
{"formula": "C22H27IN3O3PPd", "method": "ωB97M-V with the def2-TZVPD basis set", "homo_energy_ev": [-5.099, -5.100], "homo_lumo_gap_ev": [5.456, 5.456], "relative_energy_kcal_mol": 71.4, "max_force_ev_per_a": 2.076, "species": ["H", "H", "C", "H", "H", "C", "C", "C", "C", "N", "Pd", "C", "I", "C", "C", "H", "C", "H", "O", "C", "C", "H", "C", "C", "H", "H", "C", "H", "P", "H", "H", "H", "N", "H", "H", "H", "C", "H", "H", "C", "N", "C", "H", "C", "C", "H", "C", "C", "H", "O", "H", "H", "C", "H", "O", "H", "H", "H"], "coordinates": [[-1.9502, 0.8609, -4.9783], [1.9800, 5.0000, 3.3562], [-1.2427, 0.0620, -3.1217], [-1.4953, 0.6114, 2.0164], [0.9212, -1.1987, -3.4577], [2.1928, -4.2759, -2.9083], [-1.4580, 1.0753, -4.0385], [-0.1877, 1.6119, -1.6101], [1.1216, -2.1254, -2.9395], [3.8084, 3.5084, 1.2240], [1.0072, 1.0154, 1.1745], [-2.1680, -2.8505, 0.4463], [3.8803, 6.5960, 2.3811], [-3.4131, -3.3458, 0.7931], [1.9096, -3.0863, -3.5581], [-3.1591, -0.2820, -1.5294], [-1.0375, 2.3650, -3.7438], [3.8932, 2.5677, 0.8295], [2.6372, 0.6738, 0.3889], [0.6098, -2.3500, -1.6651], [2.3081, 5.1642, 2.3338], [-1.4469, 1.0700, 4.2799], [-4.5655, -2.7456, 0.3014], [2.6081, 3.8109, 1.7221], [0.5465, -3.7318, -0.0129], [-1.2651, 2.2673, 2.0937], [-4.4658, -1.6449, -0.5327], [0.3187, 1.8714, -0.6666], [-0.3981, -1.1186, -0.8060], [-0.0340, 2.1212, 4.0445], [2.3051, -2.9013, -4.5483], [-1.2836, -3.3200, 0.8532], [1.6784, 0.1802, 3.2107], [2.1792, -0.6950, 3.1453], [-5.3608, -1.1693, -0.9127], [1.4805, 5.5983, 1.7801], [-3.2165, -1.1468, -0.8831], [-1.5743, -0.9431, -3.3625], [-1.2008, 3.1642, -4.4559], [1.6931, -4.5025, -1.6327], [-0.8529, 1.3586, 2.2581], [-2.0558, -1.7481, -0.4020], [4.5846, 4.1451, 1.2200], [-0.4082, 2.6241, -2.5374], [0.4168, 0.0228, 3.9519], [-0.0782, 3.6296, -2.3087], [0.9084, -3.5458, -1.0139], [-0.6068, 0.3138, -1.8992], [1.9215, -5.4260, -1.1168], [0.2692, -0.8809, 0.5172], [-5.5381, -3.1341, 0.5745], [0.6045, -0.0752, 5.0269], [-0.5263, 1.2080, 3.7042], [2.2388, 0.8866, 3.6705], [1.7266, 2.9687, 1.6802], [2.8087, -5.0244, -3.3899], [-3.4866, -4.2009, 1.4525], [-0.0819, -0.8838, 3.6010]], "lowdin_charge": [0.104, 0.050, -0.135, 0.080, 0.098, -0.082, -0.081, -0.058, -0.064, 0.170, 0.683, -0.077, 0.799, -0.077, -0.073, 0.095, -0.080, 0.086, -0.735, -0.237, -0.562, 0.105, -0.085, -0.624, 0.092, 0.086, -0.079, 0.055, 0.830, 0.105, 0.105, 0.093, -0.029, 0.083, 0.104, 0.052, -0.075, 0.116, 0.103, -0.076, -0.073, -0.245, 0.034, -0.069, -0.261, 0.106, -0.071, -0.274, 0.104, -0.400, 0.104, 0.103, -0.239, 0.078, -0.078, 0.103, 0.105, 0.107]}